# 1
Computed, not measured: ClH2NOS2 in the gas phase, with the ωB97M-V functional and the def2-TZVPD basis.

Geometry (Å):
1 N -0.740 -0.782 -0.373
2 O 0.527 1.546 -0.329
3 S 2.309 -0.571 0.005
4 S 0.659 0.260 0.307
5 Cl -2.217 -0.020 0.244
6 H -0.597 -0.705 -1.318
7 H 0.059 0.272 1.465

The calculation puts the energy relative to the best compared isomer or geometry (same formula, charge and spin) at 49.1 kcal per mole.

natural (NBO) population analysis, charges in e, atoms 1 to 6: -0.754, -0.910, -0.325, 1.472, 0.098, 0.368

# 2
Computed, not measured: a molecular structure, C8H10CoF6N4O16, with the ωB97M-V functional and the def2-TZVPD basis.

Geometry (Å):
1 Co -17.474 17.176 -1.669
2 N -18.466 15.307 -3.945
3 O -18.888 14.197 -3.620
4 O -18.982 15.898 -4.909
5 O -17.521 15.879 -3.281
6 N -17.435 14.613 0.097
7 O -17.329 15.878 -0.080
8 O -16.744 14.017 0.934
9 O -18.250 14.013 -0.600
10 N -20.817 16.618 -1.724
11 O -21.203 15.642 -1.072
12 O -21.527 17.165 -2.590
13 O -19.640 17.086 -1.559
14 N -18.195 19.062 -4.247
15 O -17.513 18.853 -3.174
16 O -19.425 19.110 -4.189
17 O -17.616 19.136 -5.331
18 C -19.541 20.396 -0.605
19 C -18.191 21.065 -0.863
20 O -17.293 20.900 0.250
21 C -16.710 19.719 0.355
22 O -16.985 18.777 -0.316
23 C -15.604 19.742 1.408
24 F -14.416 19.880 0.792
25 F -15.703 20.826 2.216
26 F -15.609 18.660 2.164
27 H -19.521 19.307 -0.592
28 H -20.180 20.649 -1.455
29 H -20.037 20.804 0.277
30 H -18.266 22.138 -1.033
31 H -17.705 20.638 -1.744
32 C -14.217 19.205 -3.691
33 C -14.109 17.712 -3.812
34 O -13.432 17.100 -2.717
35 C -14.223 16.753 -1.697
36 O -15.369 17.047 -1.647
37 C -13.433 16.204 -0.436
38 F -13.636 14.919 -0.201
39 F -12.130 16.372 -0.684
40 F -13.782 16.916 0.621
41 H -14.814 19.540 -2.842
42 H -14.681 19.612 -4.591
43 H -13.247 19.708 -3.633
44 H -13.532 17.511 -4.718
45 H -15.078 17.271 -4.056

The calculation puts the energy relative to the best compared isomer or geometry (same formula, charge and spin) at 24.8 kcal per mole. The charge is -2. The spin multiplicity is 4. As for the expectation value of S²: 3.76.

natural (NBO) population analysis, charges in e, atoms 1 to 6: 1.641, 0.723, -0.453, -0.475, -0.705, 0.722

# 3
Computed, not measured: a molecular structure, C25H31IrN2OS, with the ωB97M-V functional and the def2-TZVPD basis.

Geometry (Å):
1 Ir 1.547 0.096 0.151
2 C 3.134 -0.519 -2.830
3 C 3.093 0.171 -1.505
4 C 3.655 -0.422 -0.349
5 C 3.775 0.275 0.888
6 C 3.181 1.524 1.012
7 C 2.510 2.114 -0.104
8 C 2.531 1.473 -1.352
9 H 4.028 -0.192 -3.366
10 H 2.269 -0.260 -3.435
11 H 3.189 -1.600 -2.706
12 H 4.003 -1.445 -0.422
13 H 4.253 -0.197 1.735
14 H 3.168 2.024 1.972
15 H 2.021 3.073 -0.005
16 H 2.032 1.934 -2.194
17 N 1.566 -2.787 -0.465
18 N 1.271 -1.914 0.642
19 H 0.920 -2.525 -1.205
20 H 1.328 -3.738 -0.191
21 H 1.930 -2.150 1.379
22 H 0.328 -2.077 1.012
23 O 0.258 0.450 1.754
24 S -0.422 1.849 1.926
25 C -0.669 1.937 3.726
26 C -2.177 1.958 3.978
27 C -2.813 1.113 2.878
28 C -2.178 1.596 1.582
29 H -0.134 2.804 4.107
30 H -0.194 1.026 4.095
31 H -2.552 2.982 3.937
32 H -2.390 1.571 4.973
33 H -3.895 1.231 2.838
34 H -2.602 0.053 3.036
35 H -2.543 2.588 1.298
36 H -2.251 0.937 0.717
37 C -2.437 -4.174 1.587
38 C -2.120 -2.957 2.173
39 C -1.715 -1.886 1.386
40 C -1.611 -2.018 -0.001
41 C -1.965 -3.240 -0.579
42 C -2.363 -4.310 0.206
43 C -1.218 -0.913 -0.909
44 C -0.185 -0.062 -0.996
45 C -0.291 0.962 -2.084
46 C -0.296 0.568 -3.420
47 C -0.384 1.509 -4.439
48 C -0.477 2.858 -4.136
49 C -0.500 3.262 -2.806
50 C -0.407 2.322 -1.792
51 H -2.759 -5.005 2.200
52 H -2.206 -2.834 3.245
53 H -1.488 -0.932 1.852
54 H -1.936 -3.347 -1.658
55 H -2.631 -5.248 -0.262
56 H -1.966 -0.759 -1.688
57 H -0.246 -0.487 -3.664
58 H -0.389 1.184 -5.471
59 H -0.550 3.591 -4.928
60 H -0.602 4.312 -2.562
61 H -0.426 2.653 -0.759

The calculation puts the energy relative to the best compared isomer or geometry (same formula, charge and spin) at 0.0 kcal per mole. The charge is +2.

Mulliken population analysis, charges in e, atoms 1 to 6: 2.247, -1.393, 0.490, -0.406, -0.714, -0.396

# 4
Computed, not measured: 4 unconnected molecules or ions with the total composition C15H40BrO6P2S, with the ωB97M-V functional and the def2-TZVPD basis.

Geometry (Å):
1 C 4.917 -2.324 0.330
2 C 3.938 -3.386 -0.147
3 Br 4.876 -5.029 -0.641
4 C 2.937 -3.737 0.950
5 S 1.382 -4.458 0.369
6 P 0.620 -2.900 -0.932
7 P -1.496 -3.391 -0.560
8 O -1.653 -3.921 0.785
9 O -2.231 -1.997 -0.775
10 O -1.988 -4.384 -1.690
11 H 5.190 -2.503 1.371
12 H 5.823 -2.337 -0.269
13 H 4.459 -1.335 0.262
14 H 3.437 -3.087 -1.065
15 H 2.663 -2.866 1.554
16 H 3.343 -4.490 1.625
17 H 1.862 -5.330 -0.541
18 H 0.777 -1.868 0.016
19 H -2.602 -1.843 -1.656
20 H -2.435 -4.011 -2.463
21 C -1.061 -2.129 3.309
22 C 0.272 -2.134 4.033
23 O 1.197 -1.188 3.509
24 C 0.784 0.171 3.546
25 C 0.511 0.706 4.939
26 H -0.895 -2.266 2.245
27 H -1.688 -2.948 3.660
28 H -1.615 -1.201 3.452
29 H 0.767 -3.097 3.885
30 H 0.141 -2.014 5.112
31 H -0.090 0.315 2.899
32 H 1.606 0.728 3.094
33 H -0.318 0.187 5.423
34 H 0.251 1.763 4.885
35 H 1.393 0.598 5.570
36 C -0.773 2.334 0.606
37 C -0.430 3.266 1.759
38 O 0.315 4.403 1.379
39 C -0.308 5.281 0.455
40 C -1.618 5.872 0.943
41 H 0.137 2.014 0.093
42 H -1.293 1.451 0.984
43 H -1.425 2.812 -0.127
44 H 0.205 2.742 2.473
45 H -1.340 3.555 2.297
46 H -0.449 4.784 -0.513
47 H 0.420 6.077 0.297
48 H -2.384 5.111 1.095
49 H -1.999 6.581 0.208
50 H -1.472 6.398 1.888
51 C -0.094 1.813 -5.561
52 C -0.955 0.581 -5.768
53 O -1.143 -0.198 -4.591
54 C -1.768 0.460 -3.505
55 C -3.168 0.968 -3.801
56 H 0.883 1.538 -5.162
57 H 0.054 2.321 -6.514
58 H -0.553 2.528 -4.877
59 H -0.472 -0.097 -6.472
60 H -1.921 0.854 -6.203
61 H -1.134 1.265 -3.120
62 H -1.809 -0.304 -2.725
63 H -3.165 1.739 -4.570
64 H -3.607 1.401 -2.901
65 H -3.810 0.155 -4.146

As for the energy: -127937.8722 eV. The charge is +1.

natural (NBO) population analysis, charges in e, atoms 1 to 6: -0.634, -0.249, 0.023, -0.560, 0.405, 0.088

Largest force on an atom values, unit eV Å⁻¹, following the record order: 5.3, 2.7, 0.4, 1.4.